--- A ---
# C4H12N2O

A single C4H12N2O molecule (ωB97M-V/def2-TZVPD, the Open Molecules 2025 dataset).

Calculated values
HOMO (eV): -8.9
SMILES: NCCNCCO
HOMO-LUMO gap (eV): 9.913
Lowest unoccupied orbital energy (eV): 1.01

```
! RIJCOSX wB97M-V def2-TZVPD def2/J DEFGRID3
* xyz 0 1
H -2.7754 1.8802 -0.9102
H -0.3255 0.7140 0.6629
H -1.0623 -0.6828 -1.5015
C -2.4471 0.8214 -0.7152
H 3.9116 -1.0889 0.6882
H 1.4129 -0.8495 -1.2567
C 0.9179 -0.6771 -0.1968
H 2.5906 0.5634 0.2150
N -2.6138 0.5820 0.7179
O 3.0125 -1.3972 0.8132
H 1.8031 0.0111 1.6935
H -2.1552 1.3504 1.2150
H 0.3904 -1.6419 -0.0303
C 2.1120 -0.3247 0.7124
H -0.8498 0.7957 -2.1935
H -3.5891 0.8151 0.9185
N 0.1074 0.5549 -0.2487
C -1.0699 0.3800 -1.1942
H -3.1295 0.2030 -1.3130
*
```

Results of the Löwdin charge analysis, in e, for atoms 1 through 8: H 0.115; H 0.076; H 0.098; C -0.289; H 0.081; H 0.148; C -0.235; H 0.127

=====

--- B ---
# C4H12N2O

A single C4H12N2O molecule (ωB97M-V/def2-TZVPD, the Open Molecules 2025 dataset).

Calculated values
HOMO (eV): -9.0
SMILES: C[C@H](CN)NCO
HOMO-LUMO gap (eV): 10.017
Lowest unoccupied orbital energy (eV): 1.02

```
! RIJCOSX wB97M-V def2-TZVPD def2/J DEFGRID3
* xyz 0 1
H 0.3445 0.6497 1.7293
H -0.5185 0.9738 -1.0350
C 1.0200 -0.0337 -2.2362
H -1.3050 0.5582 0.6980
O -1.5806 -1.2466 1.6663
H -2.2193 -0.7597 2.1968
N 0.6924 1.4765 1.2589
C 0.4127 0.3145 -0.9128
C -1.4744 -0.5131 0.4372
H 1.0395 0.9638 -2.7294
N -0.3786 -0.9185 -0.4020
H -2.4823 -0.5512 -0.0149
C 1.4481 0.9049 0.0732
H 0.2888 -0.5037 -2.9222
H 2.1525 0.1024 0.2711
H 1.4138 1.7889 1.9026
H 2.0402 1.7889 -0.2044
H -0.6304 -1.5341 -1.1604
H 1.9267 -0.6367 -2.3355
*
```

Results of the Löwdin charge analysis, in e, for atoms 1 through 8: H 0.040; H 0.148; C -0.088; H 0.096; O -0.072; H 0.076; N -0.009; C -0.383

=====

From most stable to least stable, the computed energies give A, B.

=====

--- A ---
# C4H12N2O

A single C4H12N2O molecule (ωB97M-V/def2-TZVPD, the Open Molecules 2025 dataset).

Calculated values
HOMO (eV): -8.5
SMILES: C[C@@H](CN)NCO
HOMO-LUMO gap (eV): 9.508
Lowest unoccupied orbital energy (eV): 0.99

```
! RIJCOSX wB97M-V def2-TZVPD def2/J DEFGRID3
* xyz 0 1
N 0.5109 0.4867 0.9010
H -1.2854 -0.4140 -2.8621
N -0.9827 -1.0921 -2.1680
C 1.7749 -0.1291 1.4734
O 2.1491 0.7157 2.5105
H 2.4778 -0.0484 0.6612
H -1.4947 1.6939 0.5127
C -1.7461 0.7234 0.0844
H -0.6730 -1.0653 0.6745
C 0.0389 -0.4789 -1.3652
H -2.6668 0.3631 0.5419
H 1.5987 -1.1788 1.7641
H -2.0470 1.0116 -0.9388
C -0.4964 -0.1802 0.0720
H 0.8912 1.3901 0.6440
H -0.7726 -1.8957 -2.7390
H 0.7830 -1.2709 -1.1126
H 1.3398 0.9387 2.9599
H 0.6006 0.4301 -1.6140
*
```

Results of the Löwdin charge analysis, in e, for atoms 1 through 8: N -0.061; H 0.069; N 0.003; C -0.289; O -0.045; H 0.104; H 0.065; C -0.058

=====

--- B ---
# C4H12N2O

A molecular structure, C4H12N2O (ωB97M-V/def2-TZVPD, the Open Molecules 2025 dataset).

Calculated values
HOMO (eV): -7.9
HOMO-LUMO gap (eV): 8.779
Lowest unoccupied orbital energy (eV): 0.83

```
! RIJCOSX wB97M-V def2-TZVPD def2/J DEFGRID3
* xyz 0 1
H 1.7018 -0.9288 0.7098
C 2.2056 1.0539 -0.0059
H 3.1872 1.0132 0.4737
H -1.8518 1.4894 1.3763
N -0.0289 -0.4233 -0.5582
H 0.2804 -2.3874 0.0899
C -0.5238 -1.7707 -0.3174
H -2.2549 -0.2208 0.9648
H -1.3736 -1.9020 0.3613
O -1.6747 0.3588 -1.7752
H -0.8290 -2.1815 -1.2770
H 2.3452 0.8125 -1.0595
C 1.2681 0.0643 0.6371
N -1.7094 0.6238 0.8798
H -2.3795 -0.3008 -1.7202
C -0.7668 0.6432 -0.1354
H 0.9101 0.3598 1.6263
H -0.3414 1.6203 -0.3357
H 1.8355 2.0763 0.0655
*
```

Results of the Löwdin charge analysis, in e, for atoms 1 through 8: H 0.080; C -0.121; H 0.075; H 0.101; N -0.099; H 0.078; C -0.100; H 0.086

=====

From most stable to least stable, the computed energies give A, B.

=====

--- A ---
# C4H12N2O

A single C4H12N2O molecule (ωB97M-V/def2-TZVPD, the Open Molecules 2025 dataset).

Calculated values
HOMO (eV): -9.0
SMILES: NCCNCCO
HOMO-LUMO gap (eV): 9.965
Lowest unoccupied orbital energy (eV): 0.97

```
! RIJCOSX wB97M-V def2-TZVPD def2/J DEFGRID3
* xyz 0 1
C 0.6387 0.6008 0.5534
H 1.6617 -0.1552 -1.0155
H 2.5995 1.4855 0.7041
H -1.8710 -1.0647 0.8437
H 1.4617 2.3965 -0.2849
H -3.1947 -0.9977 -0.0144
H -1.4912 -0.4633 -1.9499
C 1.5521 1.7920 0.6113
C -1.4629 -1.1871 -1.1437
H 1.1163 2.1018 2.4943
N -2.2464 -0.6345 -0.0026
N 0.6916 -0.0576 -0.7465
H 0.4403 -1.8430 -1.6791
C 0.0121 -1.3473 -0.7986
H -1.8808 -2.1421 -1.4868
H 0.9046 -0.1074 1.3704
H -0.3814 0.9133 0.7470
O 1.2248 2.6527 1.7049
H 0.2248 -1.9427 0.0930
*
```

Results of the Löwdin charge analysis, in e, for atoms 1 through 8: C -0.250; H 0.104; H 0.115; H 0.057; H 0.120; H 0.057; H 0.101; C -0.264

=====

--- B ---
# C4H12N2O

A single C4H12N2O molecule (ωB97M-V/def2-TZVPD, the Open Molecules 2025 dataset).

Calculated values
HOMO (eV): -8.1
SMILES: NCCNCCO
HOMO-LUMO gap (eV): 9.021
Lowest unoccupied orbital energy (eV): 0.95

```
! RIJCOSX wB97M-V def2-TZVPD def2/J DEFGRID3
* xyz 0 1
N 0.0848 -0.4606 0.9324
H 0.5340 1.0397 2.2855
H 0.7977 -1.1609 1.0840
H -1.8586 -0.7243 -0.0107
C 0.6606 0.8545 1.2086
C -0.4777 -2.2971 -0.5665
O 0.8399 -2.4555 -1.0688
H 0.0582 2.9263 -1.2763
H 0.7496 -2.6423 -2.0033
H -0.5719 -2.8605 0.3691
H -0.5048 -0.1707 -0.9725
H 0.6740 1.5215 -1.1675
N -0.1804 2.0109 -0.8916
H -1.0221 2.0750 1.0577
H -1.2446 -2.6967 -1.2303
C -0.7844 -0.8446 -0.1605
H 0.5452 2.9629 0.8452
H 1.7351 0.8505 0.9744
C -0.0347 2.0719 0.5910
*
```

Results of the Löwdin charge analysis, in e, for atoms 1 through 8: N -0.071; H 0.105; H 0.097; H 0.112; C -0.236; C -0.256; O -0.063; H 0.062

=====

--- C ---
# C4H12N2O

2 unconnected molecules or ions with the total composition C4H12N2O (ωB97M-V/def2-TZVPD, the Open Molecules 2025 dataset).

Calculated values
HOMO (spin up / spin down) (eV): -8.1 / -6.5
HOMO-LUMO gap (spin up / spin down) (eV): 9.015 / 6.944
Lowest unoccupied orbital energy (spin up / spin down) (eV): 0.95 / 0.44

```
! RIJCOSX wB97M-V def2-TZVPD def2/J DEFGRID3
* xyz 0 1
H 1.2128 -1.5349 0.0603
H 0.2018 -1.1895 2.7256
H -0.8911 -0.6711 -1.7718
C 0.3207 -2.0948 0.4801
H 0.4917 0.8496 1.3984
H -1.3539 -0.4769 2.5293
H 0.0052 -2.7800 -0.4178
O 0.3979 1.0696 -1.6004
H 0.8084 -2.7562 1.2956
C -0.3091 0.1567 -2.3297
H -0.0190 2.5736 1.2613
H 1.6071 2.0692 0.4933
H -1.1671 0.4820 -3.0692
H 0.3825 -0.4396 -2.9890
C 0.5154 1.7639 0.7012
C -0.1720 1.6434 -0.5244
H -1.1862 1.6027 -0.4559
N -0.7821 -1.2155 0.8551
N -0.4241 -0.6840 2.0607
*
```

Results of the Löwdin charge analysis, in e, for atoms 1 through 8: H 0.078; H 0.106; H 0.084; C -0.202; H 0.051; H 0.126; H 0.092; O -0.131

=====

--- D ---
# C4H12N2O

2 unconnected molecules or ions with the total composition C4H12N2O (ωB97M-V/def2-TZVPD, the Open Molecules 2025 dataset).

Calculated values
HOMO (eV): -8.9
SMILES: [H]/N=C/NCCC.O
HOMO-LUMO gap (eV): 9.971
Lowest unoccupied orbital energy (eV): 1.04

```
! RIJCOSX wB97M-V def2-TZVPD def2/J DEFGRID3
* xyz 0 1
H -3.2220 -0.4757 -2.1807
H -0.5011 -1.7434 -0.0583
H 0.0969 0.3808 -1.3016
H 0.3864 -0.4851 1.9169
C 0.4828 -1.9861 0.3272
H 1.7586 1.1374 1.0321
H 0.4494 -2.9178 0.8911
H -2.1977 0.3326 -1.3654
N -1.5680 1.8656 0.0430
H -1.9525 2.7628 0.3251
C 1.5063 0.3288 0.3398
H 1.9587 -1.2328 1.7335
C 1.0889 -0.8804 1.1757
H 2.4115 0.0759 -0.2215
H 0.3471 2.7627 0.2230
N 0.4395 0.8267 -0.4690
C -0.3107 1.9341 -0.0625
O -2.3297 -0.5144 -1.8282
H 1.1556 -2.1718 -0.5200
*
```

Results of the Löwdin charge analysis, in e, for atoms 1 through 8: H 0.028; H 0.057; H 0.114; H 0.106; C -0.106; H 0.111; H 0.068; H -0.017

=====

From most stable to least stable, the computed energies give D, A, B, C.

=====

--- A ---
# C4H12N2O

2 unconnected molecules or ions with the total composition C4H12N2O (ωB97M-V/def2-TZVPD, the Open Molecules 2025 dataset).

Calculated values
HOMO (eV): -8.2
SMILES: N/C=C/CCN.O
HOMO-LUMO gap (eV): 9.173
Lowest unoccupied orbital energy (eV): 0.93

```
! RIJCOSX wB97M-V def2-TZVPD def2/J DEFGRID3
* xyz 0 1
H 1.2322 2.0830 -1.0414
H -0.7584 2.3155 -3.3110
H 0.1100 3.3333 -3.9946
H -0.4889 -2.3301 0.2872
H -1.7397 -1.0390 1.9376
H -0.4135 -2.8688 2.0124
O -0.8176 3.1286 -3.8315
C -0.6389 0.3409 0.7493
C -0.0922 -2.1377 1.2808
C 0.1826 0.4920 -0.2825
H -1.5165 0.9875 0.7015
H 1.8053 -2.9332 1.5842
H 1.0251 -0.1764 -0.3920
N 1.3802 -2.0762 1.2511
C -0.6934 -0.7954 1.7349
H 1.7099 -2.0037 0.2956
H -0.2485 -0.4261 2.6624
N 0.3010 1.7036 -0.9956
H -0.3388 2.4021 -0.6482
*
```

Results of the Löwdin charge analysis, in e, for atoms 1 through 8: H 0.079; H 0.007; H 0.027; H 0.107; H 0.100; H 0.101; O -0.078; C -0.128

=====

--- B ---
# C4H12N2O

A molecular structure, C4H12N2O (ωB97M-V/def2-TZVPD, the Open Molecules 2025 dataset).

Calculated values
HOMO (eV): -8.5
HOMO-LUMO gap (eV): 9.053
Lowest unoccupied orbital energy (eV): 0.56

```
! RIJCOSX wB97M-V def2-TZVPD def2/J DEFGRID3
* xyz 0 1
H 2.9584 -1.7014 0.0643
C -1.5476 0.6513 0.5311
H -1.2826 1.6508 -1.4878
H 2.5668 0.3947 1.1123
C 3.2901 -0.7222 -0.2945
H 2.3101 -0.6804 -0.8577
H 0.0364 1.8115 -0.3287
H -4.0315 -1.8541 0.5770
H 4.1762 0.5248 0.9668
O -0.9033 0.2447 1.5602
H -2.6927 0.4842 -1.0992
H -2.5301 -2.2426 -1.0135
C -2.8232 -1.3938 0.0839
H 4.0917 -1.0471 -1.0139
N 3.3869 0.3501 0.5557
N -2.4869 0.0134 -0.1098
C -0.9874 2.0079 -0.3257
H -1.4353 3.1183 0.0108
H -2.0960 -1.6100 1.0687
*
```

Results of the Löwdin charge analysis, in e, for atoms 1 through 8: H 0.051; C -0.510; H 0.103; H 0.073; C -0.262; H 0.075; H 0.002; H 0.145

=====

--- C ---
# C4H12N2O

2 unconnected molecules or ions with the total composition C4H12N2O (ωB97M-V/def2-TZVPD, the Open Molecules 2025 dataset).

Calculated values
HOMO (eV): -6.6
HOMO-LUMO gap (eV): 6.359
Lowest unoccupied orbital energy (eV): -0.23

```
! RIJCOSX wB97M-V def2-TZVPD def2/J DEFGRID3
* xyz 0 1
H 0.2330 1.3266 1.4986
O -2.9719 1.7103 -1.4730
H 2.9253 0.3654 2.1825
H 1.5837 -2.3266 0.0434
H -0.3418 0.6841 0.1271
H 1.1740 -1.0128 -1.1645
H -2.3463 -0.5820 -2.0828
H -0.1115 -1.6507 -0.0773
H -0.9878 1.4380 -1.0622
C 0.9741 -1.4083 -0.1558
H -1.9672 1.2051 0.2946
C 1.3736 -0.3838 0.8179
H 1.0173 1.5963 0.0353
C 2.5001 -0.4156 1.5291
H -2.7231 -0.8093 -0.4954
C -2.0758 1.0625 -0.8749
H 3.1386 -1.2751 1.3636
N -1.9805 -0.4357 -1.1535
N 0.5864 0.9119 0.6474
*
```

Results of the Löwdin charge analysis, in e, for atoms 1 through 8: H 0.154; O -0.193; H 0.081; H 0.101; H 0.072; H 0.103; H 0.046; H 0.076

=====

From most stable to least stable, the computed energies give A, C, B.

=====

--- A ---
# C4H12N2O

A single C4H12N2O molecule (ωB97M-V/def2-TZVPD, the Open Molecules 2025 dataset).

Calculated values
HOMO (eV): -9.3
SMILES: C[C@@H](CN)NCO
HOMO-LUMO gap (eV): 10.258
Lowest unoccupied orbital energy (eV): 0.95

```
! RIJCOSX wB97M-V def2-TZVPD def2/J DEFGRID3
* xyz 0 1
C 0.1846 -0.6058 -1.1480
H -0.3408 -1.7855 -2.7035
H 0.6895 1.5292 0.1974
H -1.7014 -1.0229 -2.2052
H -1.8520 1.5281 0.5956
C -1.6251 0.8024 -0.1812
N -0.8076 -1.3831 -1.8991
O 1.8356 0.4612 2.8126
H 0.9390 -1.3436 -0.8963
H 0.5510 0.2408 -1.7466
H 1.4654 -0.9815 1.4224
H 0.9641 0.8020 3.0512
H 2.6444 0.2674 1.0001
N 0.5525 0.7821 0.8659
C 1.6527 0.0875 1.4355
H -2.5345 0.2457 -0.3836
H -1.4665 1.3608 -1.1086
H -0.7311 -0.9200 0.7433
C -0.4196 -0.0649 0.1482
*
```

Results of the Löwdin charge analysis, in e, for atoms 1 through 8: C -0.256; H 0.063; H 0.117; H 0.059; H 0.077; C -0.071; N -0.009; O -0.075

=====

--- B ---
# C4H12N2O

2 unconnected molecules or ions with the total composition C4H12N2O (ωB97M-V/def2-TZVPD, the Open Molecules 2025 dataset).

Calculated values
HOMO (eV): -8.2
HOMO-LUMO gap (eV): 9.182
Lowest unoccupied orbital energy (eV): 0.95

```
! RIJCOSX wB97M-V def2-TZVPD def2/J DEFGRID3
* xyz 0 1
H 1.7282 2.1526 0.2731
H -1.6762 -0.7175 -1.7663
C -1.2143 -1.3138 -0.9729
H -0.1039 -1.1073 0.8952
N -1.7072 0.3274 0.8045
H -0.4529 -1.9618 -1.4134
H -2.5619 -0.2179 0.8336
H 2.0314 0.7534 -1.5218
H -1.9709 -1.9869 -0.5617
C 0.7705 1.6904 0.5234
N 1.1150 0.3329 -1.4410
H 0.7637 1.5101 1.5982
H -0.0489 2.3718 0.2748
H -1.4475 0.5047 1.7707
C 0.5796 0.3806 -0.1872
C -0.6432 -0.4346 0.1366
H 1.1147 -0.5828 -1.8700
O 1.6310 -0.8575 0.8879
H 2.0927 -0.8438 1.7364
*
```

Results of the Löwdin charge analysis, in e, for atoms 1 through 8: H 0.086; H 0.083; C -0.058; H 0.135; N 0.039; H 0.075; H 0.067; H 0.111

=====

--- C ---
# C4H12N2O

A molecular structure, C4H12N2O (ωB97M-V/def2-TZVPD, the Open Molecules 2025 dataset).

Calculated values
HOMO (spin up / spin down) (eV): -8.0 / -8.0
HOMO-LUMO gap (spin up / spin down) (eV): 8.623 / 8.627
Lowest unoccupied orbital energy (spin up / spin down) (eV): 0.67 / 0.67

```
! RIJCOSX wB97M-V def2-TZVPD def2/J DEFGRID3
* xyz 0 1
H -1.6702 1.9306 -1.1692
H 1.1157 1.6173 -0.3612
C -1.2862 0.9169 -1.3264
H 1.7062 -2.3074 -0.0309
O 2.8199 -0.0810 -0.0807
H -2.3941 -0.4812 0.7554
H 1.0076 -1.5402 1.3970
H -0.0492 -2.2770 0.1329
H -1.0566 -0.1783 1.8795
H -2.1106 0.2727 -1.6449
H -2.0409 1.1743 1.2996
H 3.2039 0.1203 -0.9454
H 1.0273 0.7500 1.2599
H -0.5417 0.9320 -2.1215
C 0.8185 0.7352 0.1938
N -0.6897 0.4076 -0.1040
C -1.5925 0.2158 1.0171
C 0.8671 -1.7135 0.3270
N 0.8654 -0.4940 -0.4780
*
```

Results of the Löwdin charge analysis, in e, for atoms 1 through 8: H 0.086; H 0.121; C -0.069; H 0.083; O -0.297; H 0.088; H 0.084; H 0.085

=====

From most stable to least stable, the computed energies give A, B, C.

=====

--- A ---
# C4H12N2O

2 unconnected molecules or ions with the total composition C4H12N2O (ωB97M-V/def2-TZVPD, the Open Molecules 2025 dataset).

Calculated values
HOMO (eV): -8.2
SMILES: C=C(N)CCN.O
HOMO-LUMO gap (eV): 8.945
Lowest unoccupied orbital energy (eV): 0.72

```
! RIJCOSX wB97M-V def2-TZVPD def2/J DEFGRID3
* xyz 0 1
N 0.5691 2.5274 -0.4829
H 1.9566 -3.7935 -1.3599
H 1.3080 0.8910 1.2740
H -0.0857 -0.4100 -0.8367
H 1.3337 -1.0049 0.0589
H 1.2797 2.0378 -0.9985
H -0.4327 -2.6894 0.7627
C -0.3375 1.7717 0.2592
H 0.2234 3.3237 -0.9944
H 0.9347 -2.7151 -1.6998
C 0.2944 0.6053 0.9856
C 0.2880 -0.7146 0.1441
H -2.3286 1.5678 0.9638
N -0.5754 -1.6976 0.7463
C -1.6352 2.0418 0.2885
O 1.0253 -3.5872 -1.3041
H -1.5493 -1.4746 0.6081
H -0.2480 0.4795 1.9149
H -2.0204 2.8409 -0.3297
*
```

Results of the Löwdin charge analysis, in e, for atoms 1 through 8: N 0.081; H 0.033; H 0.103; H 0.100; H 0.101; H 0.083; H 0.055; C -0.459

=====

--- B ---
# C4H12N2O

A molecular structure, C4H12N2O (ωB97M-V/def2-TZVPD, the Open Molecules 2025 dataset).

Calculated values
HOMO (eV): -8.8
HOMO-LUMO gap (eV): 9.764
Lowest unoccupied orbital energy (eV): 1.01

```
! RIJCOSX wB97M-V def2-TZVPD def2/J DEFGRID3
* xyz 0 1
H -1.9531 1.7497 -0.8495
C -1.7385 0.7602 -1.2462
N -1.9029 -0.3188 -0.4106
H -0.9038 -0.5705 -0.4717
H -1.1242 0.1928 1.5473
C -2.0801 0.0773 1.0424
H -2.6686 -0.7158 1.4963
H 2.0751 1.0832 -0.7552
H -1.6179 0.6882 -2.3187
H 2.8045 -2.0012 0.3176
H 0.9733 0.9972 0.6656
C 2.1823 -1.1711 0.6323
H 2.8661 -0.3625 0.9816
C 1.0938 0.7052 -0.3967
H -2.6633 0.9910 1.0332
H 1.6842 -1.4631 1.5577
N 1.2018 -0.8052 -0.3950
O 0.0547 1.1172 -1.1678
H 1.7168 -0.9538 -1.2624
*
```

Results of the Löwdin charge analysis, in e, for atoms 1 through 8: H 0.107; C -0.016; N -0.088; H 0.076; H 0.071; C -0.061; H 0.072; H 0.122

=====

From most stable to least stable, the computed energies give A, B.